The following is a DFT calculation (ωB97M-V with the def2-TZVPD basis set) of a 16-piece molecular cluster, C45H110FN2O18 overall in a non-equilibrium geometry.

## Properties
Energy relative to the best compared isomer or geometry (same formula, charge and spin) = 0.0 kcal/mol
Energy = -3343.6861 hartree
HOMO level = -10.409 eV
Net charge = +1

Each line ends with the Löwdin charge.
Geometry (Å):
C -3.141 -0.280 3.617  -0.10
C -3.217 1.192 3.083  -0.23
C -1.859 1.980 3.139  -0.20
C -0.643 1.251 2.478  -0.16
C -0.865 0.804 0.972  -0.09
C 0.414 0.951 0.050  -0.20
C 1.500 -0.100 0.466  -0.08
O 2.072 0.123 1.799  -0.03
C 3.381 -0.303 1.853  -0.48
C 4.350 0.625 2.666  0.05
O 3.784 -1.329 1.357  0.08
C 0.047 0.570 -1.489  -0.20
C -1.394 0.918 -2.016  -0.13
O -2.348 -0.128 -1.809  -0.06
C -3.632 0.363 -1.570  -0.20
C -4.233 -0.001 -0.294  0.03
C -5.568 0.429 0.093  -0.22
C -6.152 -0.035 1.462  -0.06
C -6.353 1.293 -0.797  -0.02
C -5.744 1.635 -2.061  -0.02
C -4.429 1.181 -2.472  -0.13
C -3.924 1.597 -3.889  -0.32
C -2.991 2.891 -3.905  -0.06
C -3.301 0.376 -4.721  -0.05
C 0.584 -0.796 -2.084  -0.10
C 0.074 -1.177 -3.508  -0.36
C 0.800 -0.441 -4.706  -0.07
C 0.427 -2.724 -3.704  -0.06
C 0.921 1.637 -2.233  0.10
N 1.309 2.621 -1.491  0.16
C 0.864 2.478 -0.070  -0.26
C 2.135 2.959 0.728  -0.20
N 2.691 4.254 0.270  0.03
C -0.250 3.617 0.046  -0.05
C -0.257 4.451 1.376  -0.17
F 0.360 5.721 1.237  -0.07
H -4.200 -0.642 3.722  0.06
H -2.608 -0.999 2.947  0.07
H -2.733 -0.277 4.665  0.08
H -3.928 1.741 3.761  0.09
H -3.635 1.302 2.053  0.09
H -1.606 2.089 4.233  0.11
H -2.057 3.015 2.767  0.09
H 0.327 1.800 2.533  0.08
H -0.489 0.304 3.068  0.12
H -1.762 1.353 0.598  0.10
H -1.136 -0.289 0.934  0.13
H 1.033 -1.136 0.523  0.13
H 2.381 -0.082 -0.233  0.14
H 5.419 0.444 2.429  0.10
H 4.125 0.427 3.749  0.09
H 4.033 1.675 2.436  0.07
H -1.825 1.860 -1.604  0.12
H -1.298 1.082 -3.127  0.10
H -3.677 -0.653 0.415  0.11
H -5.437 -0.761 1.934  0.06
H -6.402 0.827 2.125  0.06
H -7.103 -0.620 1.321  0.09
H -7.362 1.650 -0.486  0.12
H -6.319 2.281 -2.766  0.11
H -4.842 1.889 -4.471  0.12
H -2.006 2.558 -4.346  0.06
H -3.364 3.689 -4.590  0.08
H -2.775 3.245 -2.871  0.07
H -2.204 0.484 -4.895  0.05
H -3.598 -0.556 -4.190  0.09
H -3.776 0.390 -5.740  0.09
H 1.707 -0.720 -2.152  0.14
H 0.273 -1.624 -1.390  0.11
H -1.026 -1.114 -3.675  0.11
H 0.816 -1.165 -5.566  0.08
H 0.193 0.430 -5.033  0.04
H 1.845 -0.105 -4.454  0.09
H -0.171 -3.166 -4.547  0.09
H 0.246 -3.290 -2.749  0.07
H 1.513 -2.803 -3.954  0.07
H 1.238 1.733 -3.297  0.16
H 1.852 3.353 -1.951  0.18
H 1.998 2.964 1.841  0.12
H 2.935 2.179 0.552  0.11
H 3.401 4.039 -0.431  0.07
H 3.166 4.685 1.065  0.09
H -1.294 3.272 -0.131  0.11
H -0.028 4.354 -0.775  0.14
H 0.125 3.920 2.276  0.10
H -1.334 4.689 1.597  0.12
C -2.266 4.127 6.106  -0.16
O -3.521 3.544 5.792  -0.14
H -1.672 4.197 5.195  0.06
H -2.418 5.127 6.516  0.07
H -1.741 3.500 6.833  0.08
H -4.024 3.495 6.615  0.06
C 2.225 2.389 -6.874  -0.13
O 1.003 2.034 -6.234  -0.17
H 3.024 2.375 -6.134  0.08
H 2.452 1.669 -7.663  0.08
H 2.146 3.392 -7.300  0.08
H 0.312 2.052 -6.908  0.08
C 7.003 -0.504 -0.628  -0.14
O 5.742 -1.079 -0.957  -0.14
H 7.596 -0.419 -1.537  0.08
H 6.853 0.491 -0.199  0.07
H 7.528 -1.143 0.086  0.08
H 5.233 -1.143 -0.137  0.03
C -6.564 1.576 4.952  -0.15
O -7.191 2.103 3.783  -0.14
H -6.346 0.522 4.788  0.07
H -5.632 2.111 5.145  0.06
H -7.234 1.676 5.807  0.08
H -7.373 3.034 3.953  0.08
C 0.110 -1.375 -8.704  -0.15
O -0.330 -0.025 -8.844  -0.14
H 0.957 -1.397 -8.020  0.06
H -0.699 -1.988 -8.296  0.08
H 0.420 -1.766 -9.675  0.08
H -1.077 -0.030 -9.452  0.08
C 3.953 -2.397 4.946  -0.15
O 3.907 -3.238 3.802  -0.12
H 4.334 -2.974 5.787  0.08
H 4.619 -1.550 4.760  0.06
H 2.949 -2.035 5.184  0.08
H 3.568 -2.709 3.070  0.03
C 4.241 -2.156 -8.809  -0.16
O 3.650 -1.561 -9.962  -0.13
H 4.443 -3.205 -9.017  0.08
H 5.179 -1.646 -8.571  0.08
H 3.554 -2.083 -7.967  0.04
H 3.483 -0.637 -9.749  0.07
C -3.562 4.465 9.879  -0.15
O -4.162 5.019 8.712  -0.14
H -3.339 3.416 9.691  0.08
H -2.635 4.996 10.108  0.08
H -4.251 4.541 10.723  0.08
H -4.351 5.945 8.900  0.08
C -4.449 -0.741 7.629  -0.16
O -5.742 -0.185 7.421  -0.13
H -3.703 0.034 7.456  0.07
H -4.364 -1.103 8.656  0.08
H -4.285 -1.563 6.930  0.06
H -6.381 -0.889 7.580  0.07
C -0.749 -4.265 -0.100  -0.13
O -0.034 -3.192 0.518  -0.15
H -1.352 -3.861 -0.912  0.08
H -0.044 -4.996 -0.502  0.07
H -1.403 -4.741 0.634  0.08
H 0.490 -3.573 1.232  0.08
C 3.720 -4.245 -5.412  -0.14
O 2.950 -3.597 -6.421  -0.16
H 4.423 -3.529 -4.991  0.08
H 3.058 -4.610 -4.622  0.07
H 4.273 -5.080 -5.848  0.08
H 2.337 -4.250 -6.775  0.08
C -5.047 -4.956 7.574  -0.14
O -5.525 -3.630 7.370  -0.14
H -4.192 -4.918 8.246  0.08
H -5.831 -5.569 8.025  0.08
H -4.738 -5.392 6.621  0.08
H -6.280 -3.688 6.774  0.08
C 3.153 -6.049 0.927  -0.14
O 2.570 -5.482 -0.243  -0.13
H 3.360 -7.100 0.737  0.08
H 4.086 -5.535 1.164  0.06
H 2.459 -5.965 1.768  0.08
H 2.396 -4.553 -0.052  0.05
C 8.868 2.549 -2.830  -0.16
O 7.580 3.117 -3.046  -0.13
H 9.619 3.327 -2.953  0.08
H 8.929 2.147 -1.816  0.07
H 9.048 1.756 -3.560  0.08
H 6.936 2.410 -2.933  0.06
C 6.775 -4.793 -0.086  -0.16
O 6.173 -4.217 -1.238  -0.13
H 6.997 -5.838 -0.295  0.08
H 7.705 -4.268 0.151  0.07
H 6.090 -4.733 0.764  0.06
H 5.986 -3.294 -1.031  0.03

***

The following is a DFT calculation (ωB97M-V with the def2-TZVPD basis set) of one molecule with the formula C7H9N in a non-equilibrium geometry.

## Properties
Energy relative to the best compared isomer or geometry (same formula, charge and spin) = 29.0 kcal/mol
Energy = -326.8447 hartree
Structure (SMILES) = C/C=C/c1cc[nH]c1
HOMO level = -7.999 eV

Each line ends with the Löwdin charge.
Geometry (Å):
C -0.068 -0.701 1.480  -0.06
C 0.505 -0.410 2.699  -0.12
N 1.471 0.542 2.460  0.01
C 1.516 0.808 1.126  -0.10
C 0.608 0.035 0.445  -0.24
C 0.124 0.138 -0.933  -0.10
C -1.117 0.056 -1.390  -0.17
C -1.451 -0.053 -2.819  -0.12
H -0.822 -1.467 1.390  0.10
H 0.400 -0.845 3.678  0.10
H 2.152 0.814 3.127  0.13
H 2.327 1.414 0.745  0.12
H 0.986 0.038 -1.604  0.12
H -1.873 0.074 -0.609  0.11
H -1.581 0.802 -3.490  0.07
H -0.759 -0.672 -3.399  0.07
H -2.414 -0.574 -2.909  0.07

***

Record order is preserved below.
E_LUMO: -3.2, 1.1 eV